Density functional theory data (wB97M-V/def2-TZVPD) for a 8-piece molecular cluster, C16H29Cl10N3 overall.

Properties
Orbital gap (alpha / beta) ... 0.34910 / 0.05673 Ha
Net charge ... +1
2S+1 ... 2
⟨S²⟩ ... 0.75

Each line ends with the Mulliken spin population.
Positions of all 58 atoms, in Å:
Cl (1.597, 0.646, -1.525)  0.01
Cl (2.034, 0.066, 3.625)  0.41
Cl (2.324, -3.397, 2.853)  0.36
Cl (3.469, -5.382, 0.403)  0.03
Cl (-1.390, -0.423, 1.393)  0.01
Cl (-2.478, 2.109, -6.355)  0.00
Cl (2.589, -0.418, 7.947)  0.05
Cl (-2.481, 0.211, -3.613)  0.00
Cl (-0.891, 4.035, 1.498)  0.01
Cl (-2.389, 3.919, -1.291)  0.00
N (1.706, 2.817, -5.783)  0.00
N (4.034, -1.874, -4.834)  0.00
N (-2.411, 1.788, 6.509)  0.00
C (-1.953, 0.962, 5.812)  0.00
C (2.127, 0.298, 6.338)  0.03
C (-0.095, 0.590, 0.598)  0.01
C (-3.650, 0.847, -5.961)  0.00
C (-1.458, -0.071, 4.933)  0.00
C (-3.153, 4.720, 0.045)  0.00
C (-2.147, 5.322, 1.059)  0.00
C (2.507, -0.655, 5.180)  0.01
C (1.401, 0.346, -4.927)  0.00
C (2.710, -2.840, -2.847)  0.00
C (0.161, -0.145, -0.769)  0.01
C (1.548, 1.708, -5.451)  0.00
C (1.842, -5.323, 1.059)  0.03
C (1.432, -3.886, 1.407)  -0.01
C (3.433, -2.295, -3.974)  0.00
C (-3.920, 0.737, -4.435)  0.00
H (1.917, -1.553, 5.364)  0.02
H (-4.094, 1.711, -3.978)  0.00
H (-4.787, 0.099, -4.263)  0.00
H (0.433, -1.144, -0.429)  0.00
H (-3.757, 5.524, -0.377)  0.00
H (2.252, 0.010, -4.333)  0.00
H (-2.083, -0.952, 4.785)  0.00
H (3.557, -0.947, 5.141)  0.00
H (3.284, -2.871, -1.921)  0.00
H (1.825, -2.211, -2.751)  0.00
H (-4.558, 1.074, -6.519)  0.00
H (-1.573, 6.168, 0.681)  0.00
H (0.373, -3.758, 1.630)  0.00
H (-3.894, 4.045, 0.473)  0.00
H (0.735, 0.635, 1.303)  0.00
H (1.736, -3.345, 0.511)  0.02
H (0.536, 0.365, -4.264)  0.00
H (1.372, -0.422, -5.700)  0.00
H (-0.692, -0.207, -1.444)  0.00
H (2.406, -3.812, -3.234)  0.00
H (-1.267, 0.447, 3.993)  0.00
H (-0.400, 1.625, 0.444)  0.00
H (1.719, -5.951, 1.941)  0.00
H (-2.533, 5.475, 2.067)  0.00
H (1.144, -5.725, 0.324)  0.01
H (-3.362, -0.112, -6.392)  0.00
H (2.669, 1.241, 6.265)  0.00
H (1.067, 0.546, 6.384)  0.00
H (-0.522, -0.369, 5.405)  0.00

***

Density functional theory data (wB97M-V/def2-TZVPD) for C4H10ClCuOS as an isolated structure.

Properties
Orbital gap ... 0.31889 Ha
ΔE to the lowest compared entry with this formula, charge and spin ... 0.220 eV

Each line ends with the Löwdin charge.
Positions of all 18 atoms, in Å:
Cu (-1.620, 0.856, -2.694)  -0.02
Cl (-1.116, 0.640, -4.665)  -0.12
S (-0.861, 0.861, 0.329)  1.00
O (-1.829, 0.570, -0.877)  -0.65
C (0.944, 1.036, -0.150)  -0.36
C (-0.524, -0.925, 2.648)  -0.14
C (1.471, 0.339, -1.411)  -0.14
C (-0.831, -0.818, 1.146)  -0.38
H (0.505, -0.564, 2.831)  0.07
H (-1.343, -0.533, 3.310)  0.09
H (0.034, -1.365, 0.660)  0.10
H (2.357, -0.257, -1.158)  0.08
H (1.697, 0.954, -2.260)  0.07
H (1.112, 2.085, -0.280)  0.07
H (0.778, -0.364, -1.877)  0.06
H (-0.473, -2.019, 2.885)  0.09
H (-1.841, -1.182, 0.841)  0.10
H (1.539, 0.686, 0.721)  0.09

***

Density functional theory data (wB97M-V/def2-TZVPD) for C31H76BF4N5Na2O13 as an isolated structure.

Properties
Orbital gap ... 0.31032 Ha
ΔE to the lowest compared entry with this formula, charge and spin ... 0.740 eV

Each line ends with the Löwdin charge.
Positions of all 132 atoms, in Å:
Na (13.723, 21.847, 10.853)  0.65
Na (17.766, 21.846, 10.114)  0.58
F (14.639, 20.606, 9.134)  0.14
F (16.785, 19.824, 9.457)  0.10
F (15.453, 20.332, 11.207)  0.10
F (14.915, 18.514, 9.902)  0.15
O (15.812, 23.192, 10.899)  -0.04
O (16.580, 29.653, 6.909)  -0.20
O (10.414, 25.714, 2.792)  -0.18
O (13.787, 28.853, 10.142)  -0.22
O (11.090, 22.945, 17.404)  -0.19
O (17.798, 22.154, 7.567)  -0.19
O (15.638, 25.906, 14.697)  -0.19
O (18.210, 30.191, 12.866)  -0.19
O (21.590, 23.661, 9.833)  -0.18
O (10.845, 30.525, 4.754)  -0.18
O (16.117, 25.361, 10.240)  0.06
O (14.112, 24.366, 10.219)  -0.03
O (11.836, 23.569, 6.672)  -0.18
N (18.000, 28.965, 10.232)  -0.05
N (10.198, 25.504, 5.664)  -0.06
N (12.467, 24.072, 14.997)  -0.05
N (18.651, 24.172, 9.420)  -0.05
N (12.411, 30.526, 7.238)  -0.05
C (17.546, 29.629, 7.937)  -0.23
C (9.579, 26.540, 3.553)  -0.24
C (12.754, 29.341, 9.316)  -0.23
C (17.014, 30.420, 5.808)  -0.11
C (15.340, 24.271, 10.472)  -0.80
C (18.916, 30.682, 13.990)  -0.10
C (12.903, 30.752, 5.886)  -0.22
C (17.407, 23.503, 7.434)  -0.21
C (13.370, 28.063, 11.238)  -0.09
C (9.732, 24.641, 2.173)  -0.11
C (9.768, 24.788, 6.861)  -0.21
C (18.426, 28.823, 12.602)  -0.23
C (17.101, 21.287, 6.706)  -0.09
C (18.473, 24.435, 7.999)  -0.18
C (16.994, 25.661, 14.349)  -0.09
C (22.926, 23.493, 9.428)  -0.11
C (10.442, 23.375, 16.231)  -0.24
C (19.629, 25.069, 10.014)  -0.20
C (11.250, 24.538, 15.655)  -0.23
C (13.189, 23.618, 7.027)  -0.11
C (17.108, 28.728, 9.095)  -0.19
C (21.089, 24.949, 9.602)  -0.23
C (9.909, 31.006, 3.822)  -0.12
C (11.027, 24.313, 7.570)  -0.23
C (9.063, 25.937, 4.855)  -0.21
C (11.873, 31.440, 5.026)  -0.25
C (10.489, 21.847, 18.030)  -0.12
C (13.415, 29.891, 8.041)  -0.23
C (13.394, 25.223, 14.927)  -0.21
C (14.751, 24.863, 14.339)  -0.21
C (17.491, 28.430, 11.475)  -0.21
B (15.437, 19.796, 9.906)  -1.28
H (10.815, 23.618, 8.397)  0.12
H (17.347, 31.412, 6.125)  0.09
H (9.124, 25.378, 7.512)  0.12
H (9.208, 30.204, 3.597)  0.08
H (17.525, 26.554, 14.668)  0.07
H (13.950, 29.041, 7.595)  0.12
H (22.959, 23.574, 8.334)  0.09
H (10.480, 20.945, 17.409)  0.09
H (13.346, 27.012, 10.931)  0.08
H (17.810, 29.859, 5.304)  0.09
H (18.214, 29.953, 10.260)  0.10
H (10.849, 24.895, 5.184)  0.10
H (18.585, 30.121, 14.872)  0.09
H (17.263, 21.604, 5.666)  0.09
H (11.310, 25.345, 16.392)  0.12
H (19.391, 24.335, 7.419)  0.12
H (8.381, 25.101, 4.636)  0.11
H (13.782, 23.133, 6.252)  0.09
H (14.660, 24.643, 13.272)  0.12
H (19.569, 24.899, 11.097)  0.13
H (16.070, 28.984, 9.329)  0.10
H (12.121, 30.092, 9.798)  0.13
H (18.628, 31.727, 14.073)  0.09
H (12.417, 31.770, 4.126)  0.12
H (17.774, 24.438, 9.854)  0.06
H (17.224, 23.713, 6.373)  0.13
H (16.453, 23.779, 7.905)  0.12
H (13.832, 31.326, 5.937)  0.12
H (18.144, 28.182, 13.446)  0.10
H (13.539, 25.783, 15.855)  0.12
H (9.209, 23.883, 6.577)  0.12
H (11.506, 32.382, 5.454)  0.13
H (9.417, 23.730, 16.398)  0.12
H (12.106, 28.493, 9.052)  0.12
H (18.498, 29.240, 7.557)  0.12
H (11.567, 29.968, 7.195)  0.11
H (8.714, 26.826, 2.937)  0.12
H (12.974, 23.399, 15.569)  0.11
H (17.216, 27.680, 8.807)  0.10
H (12.862, 25.883, 14.231)  0.12
H (14.103, 28.168, 12.040)  0.08
H (19.476, 28.656, 12.341)  0.13
H (17.400, 20.250, 6.820)  0.10
H (10.611, 24.959, 14.869)  0.12
H (10.110, 27.457, 3.812)  0.12
H (21.121, 25.190, 8.531)  0.12
H (18.097, 25.444, 7.773)  0.12
H (17.365, 24.787, 14.890)  0.09
H (10.369, 22.547, 15.516)  0.12
H (17.349, 27.346, 11.476)  0.10
H (9.338, 31.841, 4.246)  0.09
H (15.145, 23.949, 14.810)  0.12
H (8.872, 25.032, 1.623)  0.09
H (13.181, 29.809, 5.392)  0.13
H (12.412, 28.423, 11.624)  0.09
H (16.012, 21.356, 6.806)  0.09
H (21.659, 25.667, 10.200)  0.13
H (14.212, 30.535, 8.427)  0.12
H (9.377, 23.859, 2.852)  0.08
H (16.485, 28.775, 11.757)  0.12
H (11.013, 21.639, 18.963)  0.09
H (13.523, 24.648, 7.198)  0.09
H (10.338, 31.370, 2.883)  0.09
H (23.279, 22.499, 9.691)  0.09
H (19.998, 30.550, 13.898)  0.09
H (23.582, 24.260, 9.852)  0.09
H (8.546, 26.663, 5.485)  0.12
H (15.277, 25.865, 10.030)  0.13
H (16.224, 30.544, 5.067)  0.08
H (19.352, 26.133, 9.950)  0.12
H (10.429, 24.137, 1.508)  0.09
H (13.422, 23.133, 7.985)  0.07
H (17.689, 30.640, 8.339)  0.12
H (17.073, 25.524, 13.267)  0.08
H (11.525, 25.125, 8.109)  0.12
H (9.460, 22.098, 18.321)  0.09

***

no.,largest force on an atom (eV/Å)
1,4.0
2,2.6
3,3.2